Version 1
Molecular formula: C4H9N2O2S
Method: DFT, ωB97M-V/def2-TZVPD

Each line ends with the Mulliken charge.
Positions of all 18 atoms, in Å:
1 C 1.01947 0.60505 -1.73662  -0.26
2 C -1.24039 0.85950 -0.71854  0.56
3 C -2.88690 -0.61462 -0.13047  -0.81
4 C 2.58887 -0.68650 1.61972  -0.92
5 N -0.39165 0.85767 -1.50750  -0.14
6 N -2.20898 0.69783 0.02704  -0.15
7 O 0.42175 0.85888 1.33081  -0.56
8 O 1.76716 0.06489 -0.70390  -0.27
9 S 1.81369 0.78043 0.87805  0.55
10 H 0.96538 -0.07900 -2.59646  0.29
11 H 1.47595 1.56451 -2.06899  0.35
12 H -2.35884 -1.22090 -0.98161  0.32
13 H -3.91414 -0.30461 -0.56905  0.33
14 H -3.01082 -1.12390 0.81464  0.31
15 H 3.67167 -0.68965 1.52825  0.38
16 H 2.46552 -0.96546 2.70613  0.37
17 H 2.37644 -1.68369 1.19625  0.33
18 H -2.55419 1.07959 0.91223  0.33

## Properties
net charge: +1
LUMO level: -3.39 eV
HOMO energy: -13.64 eV
Kohn-Sham gap: 10.25 eV

=====

Version 2
Molecular formula: C4H9N2O2S
Method: DFT, ωB97M-V/def2-TZVPD

Each line ends with the Mulliken charge.
Positions of all 18 atoms, in Å:
1 C 0.61247 -1.50568 1.41609  -0.88
2 S 0.30494 0.28741 1.68953  0.12
3 N -0.34051 0.81035 0.01206  0.27
4 C 0.81794 1.03376 -0.97233  -0.74
5 C -1.50218 0.09198 -0.39643  -0.49
6 C -1.51480 1.59911 0.00397  -0.22
7 N -1.75219 2.68869 -1.00787  0.93
8 O -2.52457 3.58786 -0.71395  -0.49
9 O -1.30988 2.35157 -2.08939  -0.51
10 H 1.42358 -1.79804 2.11603  0.37
11 H 0.78647 -1.89965 0.49065  0.38
12 H -0.38668 -1.92918 1.71591  0.31
13 H 0.64276 0.34935 -1.73067  0.40
14 H 0.79093 2.07730 -1.48716  0.33
15 H 1.86401 0.82803 -0.49234  0.25
16 H -1.95654 -0.53181 0.37937  0.26
17 H -1.60237 -0.23809 -1.49976  0.28
18 H -1.98336 1.85427 1.00911  0.43

## Properties
net charge: +1
LUMO level: -4.74 eV
HOMO energy: -14.42 eV
Kohn-Sham gap: 9.68 eV
SMILES string: CS[N@@+]1(C)C[C@@H]1[N+](=O)[O-]

=====

Most favorable first, least favorable last: version 1, version 2

=====

Version 1
Molecular formula: C22H25N3O3S
Method: DFT, ωB97M-V/def2-TZVPD

Each line ends with the Mulliken charge.
Positions of all 54 atoms, in Å:
1 C -0.83123 0.45804 2.73615  -1.67
2 C 0.20265 -0.28979 1.97571  0.54
3 C 1.55501 -0.12933 1.96105  -0.67
4 C 2.09930 -1.09839 1.06775  1.14
5 C 3.48595 -1.32410 0.72018  0.56
6 O 3.89161 -2.33453 0.17095  -0.66
7 C 4.44789 -0.17367 0.97789  -0.55
8 S 4.60936 0.70804 -0.61997  -0.22
9 C 2.90043 1.19642 -0.74937  0.08
10 N 2.48354 2.04324 0.11197  -0.47
11 C 1.16728 2.41050 0.07980  0.47
12 C 0.69324 3.35602 0.99403  -0.48
13 C -0.62749 3.73821 0.95629  -0.49
14 C -1.49887 3.19945 0.01016  -0.76
15 C -1.04848 2.26387 -0.89172  -0.39
16 C 0.28554 1.85306 -0.86163  0.39
17 C 0.77466 0.84327 -1.78887  0.72
18 O 0.07722 0.21625 -2.56641  -0.76
19 N 2.15054 0.60918 -1.71970  0.11
20 C 2.73388 -0.33707 -2.64839  -1.16
21 C 1.01623 -1.82181 0.56866  0.11
22 C 1.00454 -2.91528 -0.43515  -2.03
23 N -0.11543 -1.32256 1.12292  0.72
24 C -1.44390 -1.80444 0.85630  -2.29
25 C -2.15123 -1.04072 -0.27781  1.68
26 C -3.22754 -1.87584 -0.98035  -0.78
27 C -4.21657 -0.80214 -1.42144  -0.69
28 C -4.14788 0.16367 -0.24081  -0.50
29 O -2.81712 0.10734 0.24431  -0.25
30 H -0.37411 1.32197 3.20978  0.41
31 H -1.62102 0.79503 2.06718  0.19
32 H -1.27526 -0.16685 3.51307  0.39
33 H 2.09816 0.59015 2.53956  0.41
34 H 4.11578 0.53882 1.72591  0.29
35 H 5.44757 -0.54739 1.19205  0.49
36 H 1.38470 3.77196 1.70938  0.52
37 H -0.99485 4.46841 1.66265  0.41
38 H -2.52952 3.51909 -0.01067  0.38
39 H -1.70130 1.83896 -1.63798  0.49
40 H 1.93262 -0.68953 -3.29593  0.34
41 H 3.17304 -1.17894 -2.11371  0.40
42 H 3.50607 0.15026 -3.24326  0.36
43 H 0.55186 -3.81866 -0.02505  0.48
44 H 2.02716 -3.14882 -0.71622  0.40
45 H 0.44133 -2.61963 -1.32105  0.25
46 H -1.37797 -2.86017 0.58418  0.35
47 H -2.04490 -1.70847 1.76384  0.26
48 H -1.40342 -0.70171 -1.00698  -0.54
49 H -2.82104 -2.45059 -1.80837  0.35
50 H -3.69938 -2.55470 -0.26694  0.40
51 H -5.22117 -1.18236 -1.58940  0.45
52 H -3.85915 -0.31568 -2.32916  0.27
53 H -4.37043 1.19829 -0.51271  0.26
54 H -4.83787 -0.14631 0.55731  0.33

## Properties
net charge: 0
LUMO level: 0.48 eV
HOMO energy: -7.95 eV
Kohn-Sham gap: 8.43 eV
SMILES string: Cc1cc(C(=O)CSc2nc3ccccc3c(=O)n2C)c(C)n1C[C@H]1CCCO1

=====

Version 2
Molecular formula: C22H25N3O3S
Method: DFT, ωB97M-V/def2-TZVPD

Each line ends with the Mulliken charge.
Positions of all 54 atoms, in Å:
1 C 1.40605 -1.25773 -3.98002  -0.73
2 O 0.17061 -1.58753 -3.39894  -0.46
3 C -0.59301 -0.59017 -2.87702  0.79
4 C -0.27709 0.76326 -2.91478  -0.40
5 C -1.13910 1.68891 -2.35168  -0.56
6 C -2.33002 1.30125 -1.75970  0.45
7 C -3.22985 2.31408 -1.10963  -1.32
8 C -2.89445 2.45017 0.38506  -0.56
9 N -3.16148 1.22978 1.10822  -0.09
10 C -2.19182 0.35564 1.44099  0.44
11 O -1.00928 0.56206 1.27220  -0.45
12 C -2.70287 -0.90921 2.12276  -1.11
13 C -1.55163 -1.89370 2.28441  0.31
14 S -0.96872 -2.58201 0.69832  -0.17
15 C 0.71192 -2.20596 1.04893  0.44
16 N 1.61965 -2.63312 0.29730  -0.51
17 C 3.01948 -2.45870 0.56975  -0.75
18 C 3.57556 -1.18497 -0.09015  -0.74
19 C 2.98005 0.04860 0.52397  -0.02
20 C 3.40841 0.48774 1.77393  -0.27
21 C 2.83387 1.59938 2.36490  -0.60
22 C 1.83115 2.29367 1.70871  -0.56
23 C 1.40147 1.86578 0.46594  -0.15
24 C 1.96401 0.74409 -0.11517  0.45
25 N 0.79474 -1.50636 2.24414  0.13
26 C -0.34528 -1.20879 2.92272  -0.21
27 O -0.39594 -0.57968 3.94841  -0.67
28 C -2.64149 -0.05406 -1.73472  -0.09
29 C -1.78928 -0.98846 -2.27989  -0.79
30 H 2.07199 -0.76350 -3.26476  0.19
31 H 1.28159 -0.61577 -4.85942  0.36
32 H 1.85037 -2.20378 -4.28514  0.25
33 H 0.63241 1.11281 -3.37935  0.38
34 H -0.87633 2.73728 -2.38620  0.28
35 H -3.10229 3.28991 -1.58049  0.41
36 H -4.27567 2.01514 -1.21490  0.38
37 H -1.83013 2.65843 0.50961  0.15
38 H -3.47808 3.26127 0.83087  0.43
39 H -4.12612 0.95645 1.21012  0.30
40 H -3.51271 -1.36147 1.54911  0.44
41 H -3.07334 -0.63607 3.11441  0.40
42 H -1.86258 -2.72838 2.92003  0.48
43 H 3.51698 -3.32886 0.13105  0.46
44 H 3.23926 -2.43834 1.64746  0.35
45 H 3.34505 -1.22485 -1.15528  0.09
46 H 4.66085 -1.18408 0.03517  0.38
47 H 4.20341 -0.04325 2.28217  0.38
48 H 3.17099 1.92492 3.33844  0.38
49 H 1.38592 3.16201 2.17058  0.41
50 H 0.62032 2.39563 -0.05605  0.20
51 H 1.59994 0.39995 -1.07139  0.07
52 H 1.65265 -1.02439 2.48639  0.17
53 H -3.56969 -0.38408 -1.28940  0.35
54 H -2.02044 -2.04095 -2.25203  0.51

## Properties
net charge: 0
LUMO level: 0.50 eV
HOMO energy: -8.23 eV
Kohn-Sham gap: 8.73 eV
SMILES string: COc1ccc(CCNC(=O)C[C@H]2S/C(=N/CCc3ccccc3)NC2=O)cc1

=====

Version 3
Molecular formula: C22H25N3O3S
Method: DFT, ωB97M-V/def2-TZVPD

Each line ends with the Mulliken charge.
Positions of all 54 atoms, in Å:
1 C 4.01876 0.41079 -0.36466  -1.09
2 C 3.24588 -0.88515 -0.59830  -0.14
3 O 2.72542 -1.48478 0.56605  -0.27
4 C 3.66336 -2.08309 1.44539  -0.86
5 C 3.97369 -1.22022 2.67478  -0.30
6 C 2.76972 -1.11051 3.61468  -1.49
7 N 1.58230 -0.68183 2.89345  0.05
8 C 1.47859 0.62844 2.53585  -0.08
9 S 2.52933 1.80052 3.02957  -0.31
10 N 0.43619 0.98945 1.74137  0.01
11 C -0.47030 0.10615 1.21905  0.59
12 C -1.45963 0.51467 0.33019  -1.32
13 C -2.33332 -0.41671 -0.20441  0.46
14 C -3.30849 0.09033 -1.21958  0.25
15 O -3.82707 1.18351 -1.13333  -0.63
16 N -3.54425 -0.76973 -2.24467  -0.13
17 C -4.10940 -0.29239 -3.48445  -0.85
18 C -2.99836 0.04369 -4.49775  -1.23
19 C -2.01893 0.99509 -3.86904  0.60
20 C -2.27962 2.35894 -3.84157  -0.40
21 C -1.42514 3.22600 -3.18666  -0.55
22 C -0.29817 2.74002 -2.54515  -0.66
23 C -0.02692 1.38359 -2.56961  -0.27
24 C -0.88302 0.51790 -3.22746  -0.20
25 C -2.25382 -1.75784 0.17892  -0.47
26 C -1.28857 -2.15908 1.07730  -1.09
27 C -0.37907 -1.23841 1.59424  0.69
28 C 0.68754 -1.67714 2.49875  0.54
29 O 0.80647 -2.81508 2.89607  -0.68
30 H 3.43752 1.09652 0.24746  0.15
31 H 4.96550 0.21617 0.13345  0.38
32 H 4.22505 0.88451 -1.32106  0.45
33 H 2.36144 -0.68558 -1.21157  0.07
34 H 3.88369 -1.60279 -1.13651  0.37
35 H 3.21067 -3.02526 1.77420  0.42
36 H 4.59099 -2.31175 0.90742  0.52
37 H 4.80014 -1.67165 3.22438  0.48
38 H 4.27341 -0.22075 2.36008  0.17
39 H 2.53556 -2.08424 4.04818  0.49
40 H 2.97830 -0.38868 4.40750  0.47
41 H 0.38077 1.96940 1.49406  0.35
42 H -1.54707 1.54903 0.03407  0.52
43 H -2.97090 -1.59742 -2.30652  0.32
44 H -4.67678 0.60781 -3.23989  0.41
45 H -4.78359 -1.04946 -3.89363  0.38
46 H -2.49022 -0.87680 -4.79519  0.36
47 H -3.45527 0.48871 -5.38228  0.41
48 H -3.16345 2.74146 -4.33059  0.40
49 H -1.64226 4.28359 -3.16956  0.40
50 H 0.36710 3.41699 -2.02914  0.43
51 H 0.84992 0.99606 -2.07010  0.33
52 H -0.66065 -0.54107 -3.24151  0.38
53 H -2.96224 -2.47520 -0.20720  0.62
54 H -1.20452 -3.18729 1.39383  0.53

## Properties
net charge: 0
LUMO level: -0.01 eV
HOMO energy: -8.43 eV
Kohn-Sham gap: 8.42 eV
SMILES string: CCOCCCn1c(=S)[nH]c2cc(C(=O)NCCc3ccccc3)ccc2c1=O

=====

Most favorable first, least favorable last: version 3, version 2, version 1

=====

Version 1
Molecular formula: CH5N2O
Method: DFT, ωB97M-V/def2-TZVPD

Each line ends with the Mulliken charge.
Positions of all 9 atoms, in Å:
1 C -0.54625 -1.22210 0.73551  -0.17
2 N -0.50971 -0.04348 0.35089  -0.34
3 N 0.73764 1.67786 -0.85993  0.03
4 O 1.62148 1.05136 -1.57733  -0.10
5 H -1.09839 -1.51528 1.52932  0.31
6 H -0.83448 0.66866 0.96420  0.29
7 H 1.16941 2.16422 -0.04331  0.34
8 H -0.27634 -1.91767 -0.08768  0.22
9 H 1.18105 0.55237 -2.28622  0.44

## Properties
net charge: +1
LUMO level (spin up / spin down): -8.07 / -7.64 eV
HOMO energy (spin up / spin down): -15.29 / -15.70 eV
Kohn-Sham gap (spin up / spin down): 7.23 / 8.05 eV

=====

Version 2
Molecular formula: CH5N2O
Method: DFT, ωB97M-V/def2-TZVPD

Each line ends with the Mulliken charge.
Positions of all 9 atoms, in Å:
1 C -0.61806 -0.88062 0.15210  -0.67
2 N 0.55778 -0.01827 -0.07011  0.81
3 N 0.40532 1.33914 0.05281  -0.40
4 O 1.62731 -0.50414 0.05608  -0.35
5 H -0.86430 -1.29641 -0.88632  0.35
6 H -1.51627 -0.22292 0.37669  0.30
7 H -0.45890 -1.79782 0.72273  0.34
8 H -0.46938 1.68691 -0.31422  0.32
9 H 1.33650 1.69413 -0.08976  0.31

## Properties
net charge: +1
LUMO level: -6.86 eV
HOMO energy: -17.90 eV
Kohn-Sham gap: 11.04 eV
SMILES string: C[N+](N)=O

=====

Most favorable first, least favorable last: version 2, version 1

=====

Version 1
Molecular formula: C11H11NO
Method: DFT, ωB97M-V/def2-TZVPD

Each line ends with the Mulliken charge.
Positions of all 24 atoms, in Å:
1 C 2.18665 -1.91632 2.45464  -0.66
2 O 1.12823 -1.34714 1.67774  -0.35
3 C 1.00240 -0.48883 0.71359  0.75
4 C 2.01291 0.19257 0.01120  -0.96
5 C 1.66099 1.11022 -1.03661  -0.77
6 C 0.37712 1.33941 -1.40777  0.49
7 N 0.02368 2.31351 -2.25389  -0.51
8 C -0.58973 0.65553 -0.63675  0.52
9 C -2.00022 1.07561 -0.89985  -0.88
10 C -2.97266 0.22528 -0.56672  -0.49
11 C -2.67281 -0.89200 0.34901  -0.37
12 C -1.41213 -1.19654 0.70249  -0.74
13 C -0.37087 -0.28258 0.30883  0.77
14 H 1.99088 -2.99892 2.62908  0.22
15 H 3.13244 -1.72887 1.96451  0.31
16 H 2.14853 -1.40671 3.48915  0.25
17 H 3.02069 0.07554 0.19597  0.43
18 H 2.42255 1.40496 -1.75021  0.30
19 H -0.82739 2.23426 -2.74741  0.23
20 H 0.68492 2.91167 -2.70439  0.18
21 H -2.14296 2.18041 -1.16107  0.41
22 H -3.99743 0.33477 -1.09109  0.27
23 H -3.49283 -1.49487 0.69883  0.41
24 H -1.31297 -2.30097 1.06072  0.20

## Properties
net charge: 0
LUMO level: 0.94 eV
HOMO energy: -6.85 eV
Kohn-Sham gap: 7.79 eV
SMILES string: COc1ccc(N)c2ccccc12

=====

Version 2
Molecular formula: C11H11NO
Method: DFT, ωB97M-V/def2-TZVPD

Each line ends with the Mulliken charge.
Positions of all 24 atoms, in Å:
1 C -3.32015 -0.81808 0.08081  -0.82
2 C -1.77079 -0.39391 -0.14560  0.06
3 C -1.30153 0.92866 0.11867  -0.81
4 C 0.02418 1.34233 -0.02174  0.68
5 C 0.15472 2.91743 0.00553  -1.23
6 C 1.09545 0.35971 -0.04124  0.59
7 C 2.39088 0.60813 -0.08615  -0.02
8 C 3.27244 -0.56311 0.05213  -0.36
9 C 2.66236 -1.91910 0.17409  -0.38
10 N 1.37670 -2.11612 -0.03747  -0.59
11 C 0.53772 -1.07780 0.01599  0.18
12 C -0.87860 -1.34967 -0.12860  0.12
13 O -1.34214 -2.47120 -0.05468  -0.44
14 H -3.65661 0.28295 -0.52257  0.24
15 H -3.72809 -1.83674 -0.57455  0.25
16 H -3.56267 -0.91708 1.33943  0.22
17 H -2.08403 1.64033 0.23559  0.29
18 H 0.38496 3.61252 -0.90153  0.30
19 H -0.96941 3.26641 0.09488  0.28
20 H 0.55136 3.38534 0.87039  0.34
21 H 3.01982 1.52962 -0.41973  0.28
22 H 4.45054 -0.51862 0.02173  0.26
23 H 3.35512 -2.87023 -0.01129  0.26
24 H -0.66221 -3.02177 -0.06408  0.31

## Properties
net charge: 0
LUMO level: 0.24 eV
HOMO energy: -7.80 eV
Kohn-Sham gap: 8.04 eV
SMILES string: Cc1cc(C)c2cccnc2c1O

=====

Version 3
Molecular formula: C11H11NO
Method: DFT, ωB97M-V/def2-TZVPD

Each line ends with the Mulliken charge.
Positions of all 24 atoms, in Å:
1 C -0.53730 3.28401 -0.44708  -0.88
2 C 0.39897 3.44725 -1.43490  -0.58
3 C -0.55889 1.90759 -0.10056  0.94
4 C 0.36571 1.33361 -0.91357  -0.46
5 C -0.32817 -2.47442 1.04585  -0.67
6 C 0.30295 -3.41062 0.33920  -0.49
7 C 0.47777 -0.88444 -0.44734  0.39
8 C -0.14036 -1.06137 0.71212  0.63
9 C -1.39776 1.16967 0.89395  -0.74
10 C 1.26347 -3.03654 -0.75672  -0.49
11 C -0.62465 0.04705 1.60758  -0.89
12 N 0.95822 2.23035 -1.71622  0.06
13 O 0.98262 -1.73932 -1.31171  -0.42
14 H -1.14464 4.06010 -0.02175  0.41
15 H 0.71254 4.33348 -1.95015  0.40
16 H -1.01552 -2.73148 1.83733  0.32
17 H 0.17241 -4.46549 0.52201  0.38
18 H -1.77060 1.87110 1.64522  0.33
19 H -2.26567 0.73563 0.38568  0.29
20 H 2.30359 -3.04723 -0.37832  0.25
21 H 1.20107 -3.73288 -1.59869  0.34
22 H -1.26978 -0.38697 2.37535  0.34
23 H 0.23890 0.49237 2.11221  0.34
24 H 1.67510 2.05854 -2.39949  0.19

## Properties
net charge: 0
LUMO level: 0.84 eV
HOMO energy: -7.68 eV
Kohn-Sham gap: 8.52 eV

=====

Most favorable first, least favorable last: version 1, version 3, version 2